--- one ---
{
  "formula": "C3H11NOS",
  "method": "wB97M-V/def2-TZVPD",
  "symbols": ["H", "C", "O", "S", "H", "C", "H", "H", "H", "H", "N", "H", "H", "H", "C", "H", "H"],
  "xyz": [[-0.29379, 2.23236, 2.49880], [-0.95757, -0.81286, -0.50265], [0.05382, 1.76843, 0.49683], [-1.90064, -2.36216, -0.74511], [1.32029, 1.54271, 2.17376], [0.47961, -1.00792, -0.97006], [0.48933, -1.46647, -1.94345], [0.61971, 1.03661, -0.17375], [1.00827, -1.65314, -0.25530], [-3.07484, -1.85960, -0.28670], [1.22146, 0.25418, -1.06899], [2.17764, 0.21289, -0.75062], [1.16014, 0.73782, -1.96313], [-0.15337, 0.47926, 2.14223], [0.23619, 1.47613, 1.86659], [-1.41649, 0.00658, -1.08585], [-0.96975, -0.58482, 0.56739]],
  "homo_ev": -8.79
}

=====

--- two ---
{
  "formula": "C3H11NOS",
  "method": "wB97M-V/def2-TZVPD",
  "symbols": ["H", "H", "N", "H", "H", "C", "H", "H", "H", "H", "H", "H", "C", "C", "O", "S", "H"],
  "xyz": [[-0.80241, 1.41978, -1.16393], [1.52490, -2.03644, 2.57344], [0.46263, 1.47528, 0.39762], [1.67199, 0.66926, -1.69031], [0.29605, -0.04675, -2.63675], [0.77662, 0.06273, -1.66998], [-0.65368, -1.28408, 0.21154], [0.98905, -0.95792, -1.33907], [1.28709, 1.13038, 0.87784], [-1.73829, -0.69840, -1.08011], [1.32391, -1.36582, 1.19820], [-0.20256, 1.40094, 1.17370], [-1.16157, -0.41527, -0.20579], [-0.19305, 0.67681, -0.63701], [1.18998, -1.24170, 2.14462], [-2.32147, -0.01651, 1.17126], [-2.44916, 1.22773, 0.67470]],
  "homo_ev": -9.12
}

=====

--- three ---
{
  "formula": "C3H11NOS",
  "method": "wB97M-V/def2-TZVPD",
  "symbols": ["S", "H", "N", "H", "C", "H", "H", "H", "H", "H", "H", "C", "C", "H", "H", "H", "O"],
  "xyz": [[2.02515, 1.44142, 0.97330], [2.18363, 2.22628, -0.18870], [-1.10330, -1.05994, -0.00452], [1.05650, 0.13072, -0.78842], [-2.56914, -1.12668, 0.39187], [-0.56338, 0.45866, 1.64985], [-0.63480, -1.79487, 0.48162], [-2.72009, -1.23908, 1.50279], [-0.72696, 1.02996, -0.07772], [-3.18851, -1.94609, -0.10688], [-2.94223, -0.10744, -0.03088], [1.06347, 0.10316, 0.25998], [-0.42687, 0.20107, 0.60613], [0.16678, -0.87301, -2.88782], [1.51361, -0.87840, 0.52647], [-0.84173, -1.03343, -1.64533], [-0.79835, -0.83522, -2.69049]],
  "homo_ev": -9.42
}

=====

--- four ---
{
  "formula": "C3H11NOS",
  "method": "wB97M-V/def2-TZVPD",
  "symbols": ["H", "O", "H", "H", "C", "S", "H", "H", "C", "N", "H", "H", "C", "H", "H", "H", "H"],
  "xyz": [[-0.18776, -1.90925, 2.94321], [-0.35052, -1.58655, 2.05157], [-0.92153, -2.43517, -1.20799], [0.39092, 0.19038, 0.92065], [-0.61266, -0.40253, -0.88104], [0.98478, 3.08610, 0.61999], [2.31877, 1.61383, 0.74488], [0.28701, -2.06819, 1.51802], [-0.15432, 1.98907, -0.26204], [-0.17469, -1.80188, -0.88994], [0.69958, -1.91921, -1.42320], [-0.25825, 2.31769, -1.28645], [0.27550, 0.51622, -0.10912], [1.27442, 0.61544, -0.60383], [-1.60289, -0.43376, -0.50085], [-1.09728, 2.30061, 0.30411], [-0.87109, -0.07280, -1.93797]],
  "homo_ev": -8.75
}

=====

Which structure is the least stable? The one labeled four.

=====

--- one ---
{
  "formula": "C3H11NOS",
  "method": "wB97M-V/def2-TZVPD",
  "symbols": ["H", "N", "S", "H", "H", "H", "H", "O", "H", "H", "C", "C", "H", "H", "H", "H", "C"],
  "xyz": [[-0.11005, -0.84172, -1.49152], [0.94340, 0.21439, 0.05913], [-1.60220, -1.20651, 1.20215], [2.12088, -2.71211, 2.24823], [-0.66505, 1.15215, -2.79946], [1.22587, -0.71961, 0.30411], [0.97576, 1.63796, -2.14146], [1.59180, -1.92866, 2.07592], [1.82767, -1.31864, 2.78641], [-1.29146, 0.96162, 0.56689], [-0.06169, 1.33172, -1.86449], [-0.12953, 0.09833, -0.86278], [1.67477, 0.89569, -0.00657], [-2.09854, -0.31346, 2.05238], [-2.50065, 0.29326, -0.46129], [-0.42448, 2.29785, -1.53206], [-1.47649, 0.15776, -0.13560]],
  "homo_ev": -8.43
}

=====

--- two ---
{
  "formula": "C3H11NOS",
  "method": "wB97M-V/def2-TZVPD",
  "symbols": ["H", "H", "H", "H", "H", "H", "C", "H", "S", "H", "C", "H", "N", "C", "H", "H", "O"],
  "xyz": [[0.81111, -1.07824, -2.90608], [0.84059, -0.25159, -4.20217], [-1.55844, -3.37018, 0.78835], [0.08064, -1.85068, 0.40364], [-0.81338, -1.05861, -0.82085], [-0.46362, -0.05332, 2.04480], [0.97687, 1.93579, 1.14009], [0.39717, 0.98401, -0.51172], [-2.22185, -2.21729, 0.75171], [1.79643, 2.44677, 0.65496], [-0.57587, 0.10571, 0.97533], [1.32703, 1.68660, 2.15017], [0.66670, 0.70439, 0.42941], [-0.78583, -1.19892, 0.25695], [0.10303, 2.58874, 1.25989], [-1.41498, 0.80508, 0.82988], [0.83438, -0.17824, -3.24434]],
  "homo_ev": -9.04
}

=====

Which structure is the least stable? The one labeled one.

=====

--- one ---
{
  "formula": "C3H8N2S",
  "method": "wB97M-V/def2-TZVPD",
  "symbols": ["H", "H", "C", "H", "N", "H", "S", "C", "H", "H", "H", "H", "C", "N"],
  "xyz": [[-0.29685, -0.96420, -1.51207], [-3.22922, 1.02770, 1.21079], [2.21936, -0.58050, -0.14638], [1.38902, 0.72403, 1.58754], [-2.51518, -0.57083, 0.02880], [1.91665, -1.55127, 0.40824], [-0.50624, 0.07383, -0.67983], [1.92577, 0.66083, 0.56448], [2.58586, 1.53805, 0.50947], [3.21949, -0.76370, -0.57354], [-3.20986, 0.98474, -0.55462], [-2.16054, -0.77993, 1.01786], [1.29195, 0.36738, -0.66379], [-3.26729, 0.47638, 0.29294]],
  "homo_ev": [-7.53, -7.53]
}

=====

--- two ---
{
  "formula": "C3H8N2S",
  "method": "wB97M-V/def2-TZVPD",
  "symbols": ["H", "C", "H", "H", "S", "H", "H", "N", "H", "H", "C", "C", "H", "N"],
  "xyz": [[-1.47704, -0.51828, -2.21687], [0.35253, -0.91708, 0.19624], [-3.26552, 0.26355, -1.31320], [-0.33411, 1.25425, 0.41841], [2.13117, 1.21041, 0.70091], [-2.93482, -0.62916, 0.38115], [2.01046, 2.10513, 1.97024], [-0.49340, -1.36027, -0.73802], [0.98671, -1.63824, 0.59340], [0.05725, 0.29476, 1.80824], [-2.86675, -0.60953, -0.78191], [0.39947, 0.48479, 0.82129], [-3.29578, -1.52803, -1.18182], [-1.38622, -0.45682, -1.13166]],
  "homo_ev": -8.19
}

=====

Which structure is the least stable? The one labeled one.

=====

--- one ---
{
  "formula": "C4H7BrN2",
  "method": "wB97M-V/def2-TZVPD",
  "symbols": ["C", "C", "H", "N", "Br", "H", "H", "N", "H", "C", "H", "H", "H", "C"],
  "xyz": [[0.07348, -1.25062, -0.54120], [0.92796, 0.22191, 1.21948], [0.13637, -0.32600, 1.70990], [-1.25187, -1.48010, -0.79448], [1.05789, -2.78565, -0.30943], [1.41240, 0.28399, -0.96245], [-0.72668, 1.15392, -1.54175], [-2.37694, -1.74257, -1.08041], [-1.50995, 1.13183, 0.05299], [0.57746, 0.13488, -0.17957], [0.65322, 1.17656, 1.71987], [1.88125, -0.01921, 1.54034], [-0.28431, 2.25328, -0.29415], [-0.57030, 1.24778, -0.53916]],
  "homo_ev": -8.01
}

=====

--- two ---
{
  "formula": "C4H7BrN2",
  "method": "wB97M-V/def2-TZVPD",
  "symbols": ["H", "C", "Br", "C", "C", "N", "H", "C", "H", "H", "H", "N", "H", "H"],
  "xyz": [[0.25151, 3.12903, -1.45662], [0.15361, -0.92209, 0.85755], [1.09936, 3.32605, 1.60528], [-0.48753, 3.00882, -0.59942], [0.28396, 2.17541, 0.30351], [-1.75628, 0.03106, -0.19649], [-0.76500, 4.00032, -0.31285], [0.47306, -2.44423, 0.66050], [1.01090, -0.38046, 1.18536], [-1.45047, 2.46598, -0.71678], [1.45958, -2.42486, 0.43721], [-0.79959, -0.42526, 0.18262], [-0.14185, -2.95416, -0.19821], [0.29071, -3.02524, 1.72575]],
  "homo_ev": -7.95
}

=====

Which structure is the least stable? The one labeled two.

=====

--- one ---
{
  "formula": "C6H9N2O2",
  "method": "wB97M-V/def2-TZVPD",
  "symbols": ["H", "H", "H", "O", "C", "C", "C", "O", "N", "H", "H", "H", "C", "N", "C", "H", "H", "C", "H"],
  "xyz": [[-0.30198, 1.34571, -0.75073], [1.30454, 0.75937, -4.27317], [-0.05216, 1.68504, -3.55897], [-0.18029, -1.17438, 2.29351], [1.02648, 0.40255, -2.20120], [-0.95709, -0.19148, 2.50032], [-1.91752, -0.35758, 3.69057], [-1.00454, 0.87281, 1.84926], [0.52132, -0.64432, -0.34663], [1.68693, -2.35753, -0.75269], [0.27991, -0.83674, 0.64936], [-1.31864, -0.72942, 4.52671], [0.95603, 1.29247, -3.39723], [1.70597, -0.79363, -2.21835], [1.39752, -1.37095, -1.08022], [1.62706, 2.15765, -3.28902], [-2.40136, 0.59484, 3.89484], [0.28454, 0.49222, -1.04819], [-2.65671, -1.14663, 3.51182]],
  "homo_ev": -4.68,
  "charge": -1
}

=====

--- two ---
{
  "formula": "C6H9N2O2",
  "method": "wB97M-V/def2-TZVPD",
  "symbols": ["H", "N", "C", "H", "H", "C", "O", "H", "H", "C", "H", "N", "H", "H", "C", "O", "H", "C", "C"],
  "xyz": [[-0.63143, -2.28118, -1.57189], [-0.54125, -0.66795, -2.94092], [0.72931, -0.58000, 2.25629], [2.51734, 0.02759, 3.48717], [-1.61676, 2.51527, -0.58268], [-0.64138, -1.22805, -1.68505], [-0.46172, -0.28075, 1.96885], [1.82150, 1.33186, 2.75306], [-0.48701, 1.88026, 0.50769], [1.51897, 0.36885, 3.23210], [1.05018, 0.68058, 4.16530], [-0.79094, -0.33072, -0.75170], [-0.18587, -1.17568, -3.71945], [0.24609, 2.81149, -0.95583], [-0.62454, 0.89178, -1.41033], [1.54325, -1.42765, 1.84507], [-0.42995, 1.50394, -3.51587], [-0.56539, 0.70320, -2.74180], [-0.61563, 2.12802, -0.56832]],
  "homo_ev": -3.41,
  "charge": -1
}

=====

Which structure is the least stable? The one labeled two.

=====

--- one ---
{
  "formula": "C3H9N3O2",
  "method": "wB97M-V/def2-TZVPD",
  "symbols": ["H", "C", "C", "O", "H", "N", "H", "H", "H", "O", "N", "N", "H", "H", "C", "H", "H"],
  "xyz": [[-1.20413, 0.76837, -1.02755], [-0.86920, 1.42211, 1.48325], [1.29034, -0.27706, -0.95619], [-1.94188, 1.00744, 1.96435], [-0.30445, -1.97048, 1.17370], [0.08564, -0.64892, -0.40866], [-0.80912, 2.40807, 0.98934], [-1.75312, -0.09219, 0.39302], [2.29411, 1.33176, -1.60250], [2.16428, -1.08390, -1.19662], [-0.92246, 0.31178, -0.15664], [1.37267, 1.05546, -1.30448], [0.74854, -2.57057, -0.13066], [0.88903, 1.73134, -0.73978], [-0.14018, -1.98516, 0.09328], [-1.00253, -2.43872, -0.40292], [0.10246, 1.03065, 1.82907]],
  "homo_ev": -9.00
}

=====

--- two ---
{
  "formula": "C3H9N3O2",
  "method": "wB97M-V/def2-TZVPD",
  "symbols": ["H", "O", "C", "H", "H", "O", "H", "H", "H", "N", "H", "N", "H", "H", "N", "C", "C"],
  "xyz": [[0.66611, -0.20381, -2.14682], [1.46768, 0.42720, -0.12275], [-0.41932, 1.88329, -0.14087], [0.21471, 0.05482, 2.19912], [-0.17861, 2.17122, 0.87931], [-0.15738, 0.12890, -1.76203], [2.48400, -1.37661, -0.38280], [0.07197, 2.58994, -0.80744], [1.82770, -1.26753, 1.07402], [1.62702, -1.08950, 0.08896], [-1.49570, 1.90137, -0.29097], [-0.53261, -0.53516, 1.84047], [-2.07479, -1.90056, 0.55429], [-1.63181, -1.24450, -1.03924], [-1.44803, -1.41322, -0.06354], [-0.51542, -0.60884, 0.54649], [0.09448, 0.48300, -0.42621]],
  "homo_ev": -8.75
}

=====

Which structure is the least stable? The one labeled two.